[1]
13
Properties=species:S:1:pos:R:3:forces:R:3 method="wB97M-V/def2-TZVPD" gap_ev=7.34 lumo_ev=3.2679 relative_energy_kcal_mol=42.39 total_energy_ha=-667.17573 total_charge=-1
O 1.429990 0.864771 1.464053 2.6 0.9 -3.6
H -0.059686 0.629332 -0.505754 0.4 -0.4 1.4
H -0.388067 -1.854876 1.071457 0.5 0.2 -0.9
C -0.856899 -1.873831 0.067626 -0.3 0.2 2.0
H -1.069974 1.850676 0.272408 -0.5 -1.0 -0.9
C -1.086163 0.922006 -0.350536 0.3 -1.3 0.0
C 2.140374 1.161346 0.358525 -3.9 -1.4 2.3
H 1.599328 0.757827 -0.630981 1.0 0.3 1.1
O 3.137391 1.833506 0.177215 0.8 0.2 0.2
H -1.273177 0.851815 -1.399936 -1.2 1.7 -0.9
H -1.271752 -2.881204 0.033641 -0.6 0.2 -0.4
S -2.122683 -0.534435 0.198229 0.7 0.2 -0.2
H -0.178681 -1.726933 -0.755946 0.3 0.2 -0.1


[2]
13
Properties=species:S:1:pos:R:3:forces:R:3 method="wB97M-V/def2-TZVPD" gap_ev=7.86 lumo_ev=3.8073 relative_energy_kcal_mol=22.28 total_energy_ha=-344.27472 total_charge=-1
H 1.087139 -0.344323 -0.683819 0.0 -0.4 0.1
H -0.455440 4.431275 0.124471 0.0 0.2 0.0
O 0.420759 2.874705 1.036910 -0.6 0.2 -0.5
H 0.107169 -1.397593 1.387930 -0.1 -0.1 -0.4
H 0.788399 -1.863923 -1.584309 0.1 0.2 0.3
C -0.469361 3.323465 0.266760 0.1 -0.8 0.2
O -1.372740 2.716816 -0.367829 0.5 0.1 0.3
O -1.395350 -1.365513 -0.065720 0.4 0.6 0.0
H 1.963909 -1.840003 -0.232680 -0.3 0.2 -0.1
C 0.999609 -1.439683 -0.588309 0.2 0.1 -0.2
C -0.111061 -1.803063 0.381240 -0.3 -0.2 0.2
H -1.363340 -0.389493 -0.147890 -0.1 -0.5 0.1
H -0.199691 -2.902672 0.473250 0.1 0.4 0.0


[3]
13
Properties=species:S:1:pos:R:3:forces:R:3 method="wB97M-V/def2-TZVPD" gap_ev="10.75 / 6.74" lumo_ev="0.6334 / -3.3542" spin_multiplicity=2 relative_energy_kcal_mol=36.94 total_energy_ha=-344.11303
O 2.647418 -2.308544 0.223157 -1.0 -0.1 1.0
C 1.344283 -1.966415 -0.254431 1.3 3.0 -1.8
O -1.361044 2.056874 -1.839392 0.6 0.3 0.1
H 1.493927 -2.113588 -1.308382 -0.8 -0.9 -0.7
H -2.569218 1.348200 0.601110 -0.2 0.1 -0.4
H 1.163850 -0.837873 -0.319514 0.6 -1.6 1.0
C -0.959219 1.643479 -0.782467 -2.6 0.6 0.8
H 2.557537 -2.351620 1.177842 0.4 0.0 0.2
H 0.465600 -2.410685 0.163930 -0.2 -0.8 0.4
H -1.892747 2.950980 0.886611 0.5 -0.1 -0.5
O -0.146001 0.662566 -0.608092 0.7 0.0 0.0
H -1.100499 1.405538 1.441074 0.0 0.7 -0.5
C -1.643890 1.921089 0.618555 0.6 -1.1 0.4


[4]
12
Properties=species:S:1:pos:R:3:forces:R:3 method="wB97M-V/def2-TZVPD" gap_ev="7.91 / 7.90" lumo_ev="-0.8773 / -0.8763" relative_energy_kcal_mol=83.27 total_energy_ha=-534.94551
H -1.133002 0.760896 -2.451117 0.7 0.3 -3.3
H -2.263785 1.345029 -1.277350 -0.3 0.4 1.0
H 1.346822 -0.683467 2.168630 0.5 1.1 2.0
H 0.999483 2.590258 0.049292 -0.8 0.6 -1.5
H 0.638953 2.837520 -0.623207 0.9 -0.6 1.6
C 1.167038 -1.198736 1.299322 -0.8 -3.2 -2.5
H 1.746669 -0.854092 0.469291 0.5 0.9 -0.3
H 1.528255 -2.319612 1.318332 -1.4 2.0 0.4
C -0.623715 -0.085997 -0.820915 -0.9 0.7 1.9
C -1.386571 0.772205 -1.470106 0.6 -1.4 1.7
P -0.616937 -0.972236 0.696355 2.0 0.8 -1.8
O -1.403208 -2.191768 0.641472 -1.0 -1.5 0.7